Entry P
12
Properties=species:S:1:pos:R:3 method="wB97M-V/def2-TZVPD" homo_lumo_gap_ev="7.859 / 7.873" lumo_ev="-1.59 / -1.58" charge=0
C 0.76 0.55 1.35
C -0.27 -0.48 0.97
O -1.37 -0.58 1.48
C 0.15 -1.50 -0.09
C -1.12 0.35 -1.80
O 1.28 -1.58 -0.50
H 1.19 1.00 0.45
H 0.30 1.31 1.98
H 1.57 0.06 1.89
H -0.66 -2.19 -0.38
H -0.76 1.36 -2.09
H -1.89 0.13 -2.58



Entry Q
12
Properties=species:S:1:pos:R:3 method="wB97M-V/def2-TZVPD" homo_lumo_gap_ev=10.050 lumo_ev=0.84 charge=0
O 0.20 -1.41 -1.25
C 0.09 -0.44 -0.26
C -1.13 -0.09 0.55
C -0.48 0.93 -0.32
O 0.61 1.56 0.30
C 1.30 0.28 0.33
H -0.18 -2.23 -0.92
H -2.10 -0.26 0.12
H -1.07 -0.05 1.65
H -1.00 1.39 -1.15
H 1.64 0.02 1.34
H 2.12 0.31 -0.38



Bottom line: entry Q, by a margin of 258.6 kJ/mol.



Entry P
12
Properties=species:S:1:pos:R:3 method="wB97M-V/def2-TZVPD" homo_lumo_gap_ev=10.490 lumo_ev=0.91 charge=0
O 1.91 -0.44 -1.29
C 0.91 -0.19 -0.70
C 0.76 0.42 0.69
C -0.72 0.31 0.97
O -1.38 0.27 -0.30
C -0.53 -0.50 -1.17
H 1.41 -0.09 1.39
H 1.12 1.46 0.61
H -0.93 -0.60 1.56
H -1.17 1.15 1.51
H -0.70 -0.20 -2.22
H -0.68 -1.57 -1.05



Entry Q
12
Properties=species:S:1:pos:R:3 method="wB97M-V/def2-TZVPD" homo_lumo_gap_ev=11.414 lumo_ev=0.89 charge=0
C 2.72 -0.52 0.04
C 1.37 0.12 -0.02
O 1.20 1.29 0.02
O 0.30 -0.79 -0.13
H 3.62 0.18 0.05
H 2.80 -0.94 0.96
H 2.90 -1.31 -0.68
H -0.54 -0.05 0.17
C -2.87 0.50 0.02
C -3.57 -0.45 0.04
H -2.54 1.55 -0.32
H -4.13 -1.40 0.18



Bottom line: entry P, by a margin of 228.7 kJ/mol.



Entry P
12
Properties=species:S:1:pos:R:3 method="wB97M-V/def2-TZVPD" homo_lumo_gap_ev="8.057 / 8.058" lumo_ev="0.11 / 0.12" charge=0
O -1.74 0.04 0.08
C -0.42 0.28 -0.25
C 0.31 -0.22 -1.55
C 0.66 -0.75 -0.25
C 0.08 1.53 0.05
O 0.61 2.52 0.30
H -1.72 -0.81 0.55
H 0.89 0.49 -2.15
H -0.43 -0.76 -2.15
H 1.63 -0.50 0.19
H 0.14 -1.04 2.24
H -0.02 -0.78 2.92



Entry Q
12
Properties=species:S:1:pos:R:3 method="wB97M-V/def2-TZVPD" homo_lumo_gap_ev=10.531 lumo_ev=0.64 charge=0
C -0.60 -1.36 -0.95
C -0.10 -0.69 0.31
O 0.45 -1.32 1.19
C -0.26 0.82 0.45
C 1.10 1.47 0.54
O 1.41 2.46 -0.07
H -0.84 -0.64 -1.73
H -1.51 -1.93 -0.71
H 0.15 -2.06 -1.31
H -0.84 1.28 -0.35
H -0.77 0.99 1.41
H 1.81 0.96 1.23



Bottom line: entry Q, by a margin of 465.1 kJ/mol.



Entry P
12
Properties=species:S:1:pos:R:3 method="wB97M-V/def2-TZVPD" homo_lumo_gap_ev=9.949 lumo_ev=0.38 charge=0
O 1.25 -0.96 2.08
C 0.68 -0.21 1.14
C -0.16 -0.74 0.02
C -0.25 0.79 -0.31
O -0.81 1.44 -1.16
C 0.60 1.11 0.84
H 1.75 -0.38 2.67
H -1.77 -0.54 -3.29
H -1.09 -1.22 0.36
H 0.36 -1.39 -0.69
H -1.51 0.07 -2.96
H 0.95 2.03 1.29



Entry Q
12
Properties=species:S:1:pos:R:3 method="wB97M-V/def2-TZVPD" homo_lumo_gap_ev=10.150 lumo_ev=0.31 charge=0
C -0.71 0.10 0.37
C 0.36 -0.92 -0.06
C 1.73 -0.64 0.00
C -0.52 1.50 -0.10
H -1.91 -0.91 -0.80
H -0.73 0.24 1.49
H -0.22 -2.03 -0.60
H 2.28 0.37 0.57
H 2.52 -1.44 -0.26
H -1.41 2.12 -0.54
O -2.08 -0.32 0.01
O 0.69 1.95 -0.08



Bottom line: entry P, by a margin of 158.3 kJ/mol.



Entry P
12
Properties=species:S:1:pos:R:3 method="wB97M-V/def2-TZVPD" homo_lumo_gap_ev=10.820 lumo_ev=0.95 charge=0
C -1.46 -0.38 -0.53
C -0.51 -0.61 0.61
O -0.54 -1.58 1.33
C 0.58 0.40 0.80
C 1.55 0.47 -0.29
O 0.63 1.52 -0.07
H -0.95 0.00 -1.42
H -1.99 -1.31 -0.76
H -2.19 0.38 -0.25
H 0.91 0.58 1.83
H 1.36 -0.13 -1.18
H 2.60 0.67 -0.07



Entry Q
12
Properties=species:S:1:pos:R:3 method="wB97M-V/def2-TZVPD" homo_lumo_gap_ev=10.936 lumo_ev=0.77 charge=0
C -1.39 0.63 0.32
C -0.65 -0.65 -0.01
O -0.11 -0.73 -1.32
C 0.81 -0.78 -0.23
C 1.75 0.38 -0.10
O 2.86 0.25 0.34
H -1.78 0.60 1.35
H -0.77 1.52 0.21
H -2.23 0.72 -0.37
H -1.15 -1.56 0.32
H 1.29 -1.74 -0.06
H 1.37 1.36 -0.45



Bottom line: entry P, by a margin of 17.2 kJ/mol.



Entry P
12
Properties=species:S:1:pos:R:3 method="wB97M-V/def2-TZVPD" homo_lumo_gap_ev=9.416 lumo_ev=0.55 charge=0
O -2.18 -0.33 -1.79
C -1.28 -0.32 -1.03
C -0.24 -0.27 -0.26
C 0.19 -0.18 1.20
O 1.54 -0.50 0.81
C 1.22 -0.52 -0.59
H 0.13 0.81 1.68
H -0.25 -0.94 1.86
H 1.41 -1.49 -1.06
H 1.73 0.29 -1.13
H -1.47 2.17 0.39
H -0.95 2.00 -0.10



Entry Q
12
Properties=species:S:1:pos:R:3 method="wB97M-V/def2-TZVPD" homo_lumo_gap_ev=10.773 lumo_ev=0.90 charge=0
C 1.56 -0.32 0.42
C 0.34 0.42 0.89
O 0.29 0.94 1.98
C -0.86 0.60 -0.02
C -1.28 -0.33 -1.07
O -1.92 -0.32 0.20
H 2.10 0.32 -0.29
H 2.21 -0.52 1.27
H 1.33 -1.25 -0.11
H -1.18 1.64 -0.09
H -0.71 -1.23 -1.29
H -1.89 0.05 -1.90



Bottom line: entry Q, by a margin of 186.8 kJ/mol.